(1)
Density functional theory data (wB97M-V/def2-TZVPD) for an isolated molecule of C4H13N3 in a non-equilibrium geometry.

Geometry as XYZ:
```
20
Properties=species:S:1:pos:R:3:forces:R:3:mulliken_charge:R:1
N 2.7692 1.0565 -1.1191 0.0 0.0 -0.2 -0.56
C 1.8129 -0.0342 -1.0208 0.1 -0.1 0.2 -0.62
C 1.3167 -0.4494 0.3924 -0.5 0.5 -0.4 -0.69
C -0.1037 -1.1104 0.4615 0.7 1.5 -1.4 -0.41
N -1.1483 -0.3986 -0.3069 -0.2 -0.9 0.4 -0.23
C -2.4567 -0.2555 0.3260 0.4 0.4 -0.4 -0.72
N -2.7273 1.0298 0.9178 -0.5 -1.5 0.4 -0.45
H 3.7031 0.9052 -0.7561 -0.4 0.0 0.2 0.20
H 2.3687 1.9509 -0.8621 0.3 -0.2 0.2 0.20
H 1.0224 0.2405 -1.7047 -0.5 0.0 0.0 0.37
H 2.2539 -0.9254 -1.4609 0.2 -0.1 -0.2 0.33
H 2.0836 -1.1487 0.7298 -0.3 -0.1 0.5 0.30
H 1.3351 0.4215 1.0580 0.0 0.0 -0.1 0.34
H -0.4138 -1.0712 1.5052 0.1 -0.9 0.1 0.39
H 0.0087 -2.0627 -0.0471 -0.2 -0.7 0.9 0.20
H -0.8282 0.3798 -0.8305 0.1 0.7 -0.2 0.18
H -3.2906 -0.4301 -0.3623 0.3 -0.2 -0.2 0.33
H -2.4717 -1.0617 1.0644 -0.3 0.2 0.1 0.45
H -2.1454 1.2287 1.6960 0.3 0.9 0.2 0.18
H -3.0887 1.7351 0.3196 0.2 0.6 0.0 0.19
```
Forces are in eV/Å.

## Properties
HOMO-LUMO gap, eV: 9.2884
Largest force on an atom, eV/Å: 2.135
Structure (SMILES): NCCCNCN
Total energy, Ha: -324.42861

(2)
Density functional theory data (wB97M-V/def2-TZVPD) for an isolated molecule of C4H13N3 in a non-equilibrium geometry.

Geometry as XYZ:
```
20
Properties=species:S:1:pos:R:3:forces:R:3:mulliken_charge:R:1
C 1.3286 2.8064 0.4353 0.0 0.2 0.9 -0.94
N 0.1790 1.9148 0.6580 1.4 0.9 0.7 -0.36
C -0.4265 1.3709 -0.5306 -0.8 -0.2 0.2 -0.49
C -0.9330 -0.0525 -0.3359 0.1 -0.5 -1.3 -0.55
N -0.0014 -1.0316 -0.9571 0.3 0.8 1.6 -0.40
C -0.0876 -2.4044 -0.4427 0.7 -0.1 -1.5 -0.53
N -0.2514 -2.6146 0.9645 0.5 0.3 -0.1 -0.46
H 2.0419 2.5074 -0.3439 -0.4 0.0 -0.3 0.33
H 1.0055 3.8383 0.3331 0.0 0.1 -0.6 0.28
H 1.9336 2.8289 1.3501 -0.2 -0.1 0.0 0.34
H 0.5285 1.2765 1.3528 -0.6 -0.8 -0.2 0.26
H 0.3016 1.4382 -1.3494 -0.4 -0.1 -0.3 0.34
H -1.3510 1.9354 -0.7499 0.7 0.3 -0.3 0.26
H -1.1529 -0.1985 0.7290 0.0 -0.2 -0.1 0.31
H -1.8524 -0.1761 -0.9177 -0.2 0.1 0.4 0.32
H 0.9301 -0.6470 -0.8057 0.0 -0.4 0.0 0.25
H -0.8706 -2.8553 -1.0486 -0.4 -0.4 0.4 0.35
H 0.8458 -2.8813 -0.7988 -0.2 0.1 0.1 0.28
H 0.0571 -1.8297 1.5205 -0.4 -0.5 0.3 0.20
H -0.9809 -3.2214 1.2938 -0.1 0.5 0.1 0.19
```
Forces are in eV/Å.

## Properties
HOMO-LUMO gap, eV: 9.6868
Largest force on an atom, eV/Å: 1.831
Structure (SMILES): CNCCNCN
Total energy, Ha: -324.41797

(3)
Density functional theory data (wB97M-V/def2-TZVPD) for an isolated molecule of C4H13N3 in a non-equilibrium geometry.

Geometry as XYZ:
```
20
Properties=species:S:1:pos:R:3:forces:R:3:mulliken_charge:R:1
C 2.0398 -0.6848 0.5114 -0.6 0.0 0.1 -1.43
C 1.1572 0.4855 0.0713 -0.9 1.7 0.8 0.46
C 1.1651 0.6585 -1.4427 -0.1 -0.1 0.2 -1.47
N -0.3126 0.5854 0.6079 2.6 -1.5 -1.1 -0.38
C -0.8921 -0.7025 0.2907 -3.4 0.0 0.9 -0.53
N -2.4194 -0.6719 0.5557 1.9 -0.3 0.1 -0.38
N -3.0013 0.5032 0.0378 0.2 0.9 -0.4 -0.57
H 3.0731 -0.4891 0.2183 -0.1 0.0 0.0 0.43
H 1.7293 -1.6147 0.0339 0.0 -0.1 0.0 0.34
H 2.0066 -0.8125 1.5948 0.0 -0.1 0.0 0.36
H 1.5776 1.3959 0.5130 0.2 -0.1 -0.2 0.27
H 2.1555 0.9770 -1.7689 0.0 -0.1 0.0 0.43
H 0.4435 1.4184 -1.7359 0.0 0.0 -0.1 0.36
H 0.9300 -0.2786 -1.9486 0.0 0.0 -0.1 0.33
H -0.2685 0.6876 1.6203 0.1 -0.1 -0.1 0.24
H -0.5495 -1.5476 0.9007 0.2 0.1 -0.3 0.32
H -0.8205 -0.9083 -0.7782 0.3 0.0 0.2 0.36
H -2.5564 -0.6309 1.5656 0.0 -0.1 -0.2 0.28
H -2.3122 1.2793 0.1125 -0.6 -0.6 -0.1 0.33
H -3.1452 0.3499 -0.9595 -0.1 0.0 0.2 0.25
```
Forces are in eV/Å.

## Properties
HOMO-LUMO gap, eV: 9.9935
Largest force on an atom, eV/Å: 3.490
Structure (SMILES): CC(C)NCNN
Total energy, Ha: -324.41376

(4)
Density functional theory data (wB97M-V/def2-TZVPD) for a 2-piece molecular cluster, C4H13N3 overall in a non-equilibrium geometry.

Geometry as XYZ:
```
20
Properties=species:S:1:pos:R:3:forces:R:3:mulliken_charge:R:1
C 1.1618 -1.0265 -0.9847 2.5 0.3 1.0 -0.98
C 2.0413 -0.2229 -0.3160 -0.4 -0.7 0.5 0.06
N 1.7478 0.9194 0.4096 0.0 0.9 -0.5 -0.18
C 2.8178 1.6818 1.1014 -0.5 -0.9 -0.6 -0.86
H 0.3101 -0.6776 -1.4540 -2.0 0.8 -0.2 0.35
H 1.3342 -2.0814 -1.0988 0.7 0.0 -0.6 0.22
H 3.1068 -0.4353 -0.1919 -0.4 -0.9 0.3 0.24
H 1.0135 1.4869 0.0050 0.0 0.0 0.4 0.23
H 2.5247 2.7210 1.1299 0.1 0.2 0.1 0.32
H 3.0077 1.3119 2.1228 -0.3 0.1 -0.4 0.25
H 3.7311 1.5687 0.5270 0.3 0.3 0.0 0.33
N -1.8314 -0.2683 0.9294 0.9 -1.2 -0.6 -0.54
C -2.9825 -0.3006 0.0450 -1.4 0.4 0.0 -0.55
N -3.0798 -0.9751 -1.2553 1.0 0.0 0.6 -0.55
H -1.4089 -1.2081 1.0670 -0.7 0.6 0.0 0.27
H -1.0886 0.1946 0.4337 0.4 0.5 0.0 0.15
H -3.7957 -0.7496 0.6123 -0.2 0.3 0.2 0.39
H -3.2309 0.7382 -0.1959 0.0 0.0 0.5 0.36
H -2.2749 -0.7070 -1.8268 -0.3 -0.6 0.0 0.24
H -3.1041 -1.9702 -1.0596 0.4 -0.1 -0.6 0.25
```
Forces are in eV/Å.

## Properties
HOMO-LUMO gap, eV: 8.9186
Largest force on an atom, eV/Å: 2.733
Structure (SMILES): C=CNC.NCN
Total energy, Ha: -324.39704

(5)
Density functional theory data (wB97M-V/def2-TZVPD) for a 2-piece molecular cluster, C4H13N3 overall in a non-equilibrium geometry.

Geometry as XYZ:
```
20
Properties=species:S:1:pos:R:3:forces:R:3:mulliken_charge:R:1
C 1.0438 -0.8325 0.6256 1.3 -0.8 2.4 -1.30
C 0.7447 0.2347 -0.3021 -3.4 -1.1 -1.7 0.05
C -0.7803 0.2665 0.1011 0.3 1.4 -1.5 -0.48
C -1.5215 -0.0877 1.1532 -1.4 0.2 1.1 0.13
N -2.8182 0.4279 1.4218 0.9 -0.1 -0.9 -0.69
N -1.6444 0.9104 -1.0013 0.7 0.9 0.8 -0.25
N 3.3789 -0.6295 -1.0348 0.8 0.4 -1.2 -0.62
H 0.7010 -1.8591 0.4766 0.3 0.4 -0.5 0.42
H 1.0691 -0.5545 1.6889 0.4 -0.2 -0.5 0.34
H 0.7586 -0.1452 -1.3638 0.2 0.3 0.9 0.32
H 1.1895 1.2349 -0.3497 0.2 -0.4 0.8 0.37
H -1.3629 -0.8327 1.9252 1.4 0.1 -0.3 0.42
H -2.8623 1.4331 1.3230 -0.2 0.0 0.3 0.23
H -3.1120 0.1349 2.3401 -0.4 0.1 -0.1 0.30
H -2.5930 1.0135 -0.6309 -0.3 -0.6 -0.6 0.36
H -1.3448 1.8488 -1.2841 0.2 -0.1 0.1 0.35
H -1.5364 0.3203 -1.8228 -0.6 -0.1 -0.1 0.36
H 3.6364 -0.9053 -1.9808 -0.5 0.0 -0.1 0.23
H 2.7536 -1.3332 -0.6758 0.5 -0.4 0.3 0.23
H 4.3002 -0.6452 -0.6093 -0.4 -0.2 0.7 0.23
```
Forces are in eV/Å.

## Properties
Net charge: +1
HOMO-LUMO gap (alpha / beta), eV: 8.3371 / 9.3306
Largest force on an atom, eV/Å: 3.919
Total energy, Ha: -324.09440
2S+1: 2
⟨S²⟩: 0.75

(6)
Density functional theory data (wB97M-V/def2-TZVPD) for an isolated ion of composition C4H13N3 and charge +1 in a non-equilibrium geometry.

Geometry as XYZ:
```
20
Properties=species:S:1:pos:R:3:forces:R:3:mulliken_charge:R:1
C 0.0876 -0.5115 1.4646 0.6 1.1 -0.2 -0.70
N -0.5932 0.0345 0.2466 0.3 -4.7 1.0 -0.07
C -0.2063 -0.7825 -1.0332 1.6 1.4 0.5 -0.55
C -0.2527 -0.0217 -2.3303 -3.5 -0.4 -1.2 -0.56
N -1.7766 -0.0525 -2.7519 2.9 -1.2 0.4 -0.60
C 1.4483 0.1315 1.7015 1.2 0.2 0.5 -0.38
N 1.2962 1.0981 2.8109 0.7 0.6 -1.0 -0.65
H 0.1481 -1.5785 1.2739 0.3 -0.4 -0.5 0.39
H -0.4406 -0.4556 2.4148 -0.7 0.6 -0.3 0.51
H -1.5845 -0.1498 0.4617 -0.2 1.3 -0.7 0.38
H -0.8686 -1.6321 -0.9755 -1.1 0.1 -0.3 0.49
H 0.7539 -1.3355 -1.0230 0.2 1.1 1.2 0.42
H 0.0188 1.0276 -2.4308 0.7 -0.1 0.9 0.32
H 0.3999 -0.6109 -2.9854 -0.6 0.2 -0.4 0.35
H -1.8295 0.0104 -3.7619 -0.4 0.5 0.2 0.23
H -2.2428 0.6685 -2.2294 -0.3 0.5 -0.6 0.21
H 1.8421 0.5434 0.7626 -0.2 0.1 0.0 0.33
H 2.2182 -0.5899 2.0008 -0.5 -0.1 0.1 0.38
H 0.7531 1.8732 2.4505 -0.6 0.1 0.1 0.23
H 2.1864 1.5998 2.9615 -0.2 -0.8 0.2 0.28
```
Forces are in eV/Å.

## Properties
Net charge: +1
HOMO-LUMO gap (alpha / beta), eV: 10.3636 / 4.8986
Largest force on an atom, eV/Å: 4.843
Total energy, Ha: -324.08354
2S+1: 2
⟨S²⟩: 0.75

Q: What is the formula in the third record?
A: C4H13N3